Model a:
3 unconnected molecules or ions with the total composition C6H14N2. Source: the Open Molecules 2025 dataset; level of theory: ωB97M-V with the def2-TZVPD basis set.

- Gap between HOMO and LUMO (alpha / beta): 6.30 / 8.09 eV
- HOMO (alpha / beta): -5.629 / -7.207 eV
- Molar mass: 114.19 u
- E_LUMO (alpha / beta): 0.7 / 0.9 eV

Structure (ORCA input):
```
! RIJCOSX wB97M-V def2-TZVPD def2/J DEFGRID3
* xyz 0 1
C 0.771 0.044 0.537
C -1.549 -0.424 -0.292
C 0.622 1.522 0.747
C -2.055 -0.800 1.067
C 0.792 -0.541 -0.666
N 3.017 -0.095 0.583
N -2.046 0.762 -0.818
C 1.042 -1.014 -1.852
H 0.707 -0.593 1.411
H -1.550 -1.238 -1.011
H 3.301 -1.061 0.402
H 3.387 0.433 -0.212
H -2.252 1.511 -0.171
H -1.700 1.028 -1.728
H 0.623 2.067 -0.196
H -1.896 0.003 1.793
H 1.471 1.857 1.341
H -0.300 1.745 1.290
H -3.135 -0.998 1.039
H -1.557 -1.697 1.433
H 2.062 -1.133 -2.199
H 0.244 -1.378 -2.495
*
```

Model b:
C6H14N2 in the gas phase. Source: the Open Molecules 2025 dataset; level of theory: ωB97M-V with the def2-TZVPD basis set.

- Gap between HOMO and LUMO: 10.01 eV
- HOMO: -8.914 eV
- Molar mass: 114.19 u
- E_LUMO: 1.1 eV
- Structure (SMILES): C[C@H](CN)N1C[C@H]1C

Structure (ORCA input):
```
! RIJCOSX wB97M-V def2-TZVPD def2/J DEFGRID3
* xyz 0 1
C -0.939 -0.485 1.323
C -0.678 -1.670 0.473
C -0.412 -0.382 2.728
N 0.004 -0.422 0.239
H 1.796 0.672 0.294
H -1.897 0.021 1.165
H -0.066 -2.480 0.855
H -1.462 -1.982 -0.217
H -1.100 -0.861 3.424
H 0.558 -0.870 2.795
H -0.298 0.661 3.016
C -0.294 0.395 -1.003
C 0.482 1.712 -0.812
C 0.163 -0.367 -2.239
N 1.857 1.460 -0.421
H 2.373 1.099 -1.212
H -1.379 0.596 -1.063
H 0.013 2.265 0.012
H 0.445 2.320 -1.721
H -0.411 -1.281 -2.363
H 0.035 0.247 -3.127
H 1.211 -0.648 -2.145
*
```

Model c:
A molecular structure, C6H14N2. Source: the Open Molecules 2025 dataset; level of theory: ωB97M-V with the def2-TZVPD basis set.

- Gap between HOMO and LUMO: 7.91 eV
- HOMO: -7.722 eV
- Molar mass: 114.19 u
- E_LUMO: 0.2 eV

Structure (ORCA input):
```
! RIJCOSX wB97M-V def2-TZVPD def2/J DEFGRID3
* xyz 0 1
C -1.592 -0.393 2.281
C -0.804 -0.593 0.975
C -0.359 0.758 0.383
C -0.007 0.641 -1.039
C -0.987 0.508 -2.092
C 2.334 0.554 -1.497
N 1.200 -0.309 -1.193
N 0.364 -1.380 1.293
H -2.571 0.059 2.027
H -0.917 0.087 3.073
H -1.955 -1.411 2.603
H -1.289 -1.082 0.152
H 0.491 1.189 1.037
H -1.038 1.525 0.317
H -2.079 0.536 -2.209
H -0.626 1.698 -1.696
H 2.161 1.314 -2.249
H 2.580 1.088 -0.511
H 3.221 -0.116 -1.839
H 0.819 -0.770 -2.021
H 0.253 -2.257 1.881
H 0.802 -1.646 0.322
*
```

Model d:
2 unconnected molecules or ions with the total composition C6H14N2. Source: the Open Molecules 2025 dataset; level of theory: ωB97M-V with the def2-TZVPD basis set.

- Gap between HOMO and LUMO: 8.38 eV
- HOMO: -7.518 eV
- Molar mass: 114.19 u
- E_LUMO: 0.9 eV
- Structure (SMILES): [H]/N=C(/C)N(C)C.C=C

Structure (ORCA input):
```
! RIJCOSX wB97M-V def2-TZVPD def2/J DEFGRID3
* xyz 0 1
C -0.798 0.556 -1.503
C -1.396 0.720 0.817
N -0.339 0.303 -0.124
C -0.003 -1.811 0.236
C -0.342 -2.603 -0.814
H -0.353 -2.069 1.230
H -1.736 0.033 -1.694
H -0.095 0.182 -2.248
H -1.516 1.806 0.823
H -1.162 0.374 1.825
H -2.353 0.266 0.552
H -0.940 1.627 -1.664
H -0.032 -2.356 -1.823
H -0.895 -3.523 -0.675
C 1.432 1.345 1.483
C 1.093 0.751 0.136
N 1.983 0.883 -0.782
H 1.741 0.346 -1.612
H 1.086 -1.367 0.389
H 2.465 1.097 1.735
H 1.362 2.435 1.410
H 0.797 1.008 2.300
*
```

model b (226.3 kJ/mol below the next structure)

Model a:
3 unconnected molecules or ions with the total composition C6H14N2. Source: the Open Molecules 2025 dataset; level of theory: ωB97M-V with the def2-TZVPD basis set.

- Gap between HOMO and LUMO: 7.08 eV
- HOMO: -6.182 eV
- Molar mass: 114.19 u
- E_LUMO: 0.9 eV

Structure (ORCA input):
```
! RIJCOSX wB97M-V def2-TZVPD def2/J DEFGRID3
* xyz 0 1
C 0.386 -0.338 -0.558
C -0.266 0.280 0.514
C 1.931 1.013 0.082
C -0.946 1.613 0.386
N 0.914 -1.608 -0.481
N 3.089 0.249 0.298
C -1.972 -1.145 0.295
C -2.994 -0.834 -0.495
H 0.138 -0.003 -1.561
H -0.012 -0.059 1.512
H 0.826 -2.069 0.414
H 1.082 -2.073 -1.361
H 3.132 -0.178 1.214
H 3.240 -0.453 -0.417
H 1.949 1.541 -0.867
H 1.769 1.714 0.896
H -1.938 -2.163 0.700
H -0.453 2.372 0.996
H -1.973 1.525 0.737
H -0.975 1.955 -0.649
H -3.067 0.137 -0.987
H -3.860 -1.478 -0.666
*
```

Model b:
C6H14N2 in the gas phase. Source: the Open Molecules 2025 dataset; level of theory: ωB97M-V with the def2-TZVPD basis set.

- Gap between HOMO and LUMO: 8.60 eV
- HOMO: -7.539 eV
- Molar mass: 114.19 u
- E_LUMO: 1.1 eV
- Structure (SMILES): CC/C(=C\N)CCN

Structure (ORCA input):
```
! RIJCOSX wB97M-V def2-TZVPD def2/J DEFGRID3
* xyz 0 1
C -1.644 -0.260 -1.612
C -0.165 0.148 -1.306
C 0.178 -0.001 0.115
C 0.415 -1.211 0.675
N 0.741 -1.456 2.012
C 0.503 1.242 0.930
C 1.881 1.865 0.523
N -1.892 -1.649 -1.286
H -2.276 0.429 -1.048
H -1.771 -0.045 -2.671
H 0.521 -0.360 -1.985
H -0.139 1.225 -1.514
H 0.459 -2.109 0.071
H 0.754 -0.642 2.608
H 0.356 -2.276 2.446
H -0.268 2.009 0.771
H 0.454 1.091 2.006
H 2.336 2.175 1.461
H 1.716 2.549 -0.297
H 2.537 1.058 0.194
H -2.026 -1.734 -0.297
H -2.670 -2.049 -1.796
*
```

model b (440.9 kJ/mol below the next structure)

Model a:
2 unconnected molecules or ions with the total composition C6H14N2. Source: the Open Molecules 2025 dataset; level of theory: ωB97M-V with the def2-TZVPD basis set.

- Gap between HOMO and LUMO: 8.56 eV
- HOMO: -7.583 eV
- Molar mass: 114.19 u
- E_LUMO: 1.0 eV
- Structure (SMILES): C/C=C\N.C/C=N/C

Structure (ORCA input):
```
! RIJCOSX wB97M-V def2-TZVPD def2/J DEFGRID3
* xyz 0 1
C -1.099 -2.558 0.566
C 0.481 -0.345 -1.930
C 0.339 -1.109 -0.640
N -0.885 -1.402 -0.245
H 1.055 -1.958 -0.647
H -0.466 -3.419 0.286
H -2.153 -2.841 0.503
H -0.945 -2.356 1.646
H -0.125 0.558 -1.852
H 1.536 -0.153 -2.132
H 0.118 -0.932 -2.775
C 1.228 2.323 0.119
N -1.450 1.262 0.898
C -0.291 0.738 1.331
C 0.942 0.968 0.723
H -1.421 1.995 0.204
H -2.200 0.612 0.702
H -0.375 -0.072 2.043
H 1.776 0.598 1.310
H 1.244 3.129 0.859
H 0.477 2.607 -0.620
H 2.212 2.356 -0.351
*
```

Model b:
A molecular structure, C6H14N2. Source: the Open Molecules 2025 dataset; level of theory: ωB97M-V with the def2-TZVPD basis set.

- Gap between HOMO and LUMO: 8.66 eV
- HOMO: -7.699 eV
- Molar mass: 114.19 u
- E_LUMO: 1.0 eV

Structure (ORCA input):
```
! RIJCOSX wB97M-V def2-TZVPD def2/J DEFGRID3
* xyz 0 1
C -0.422 0.572 -2.005
C -0.116 -2.342 0.750
C 0.384 0.265 -0.770
C -0.947 -1.203 0.272
N 1.575 -0.196 -0.702
N -2.151 -1.121 -0.063
H 1.936 -0.470 -1.610
H -2.656 -2.014 -0.020
H -0.309 -0.233 -2.733
H -1.481 0.667 -1.768
H 0.929 -2.157 0.491
H -0.191 -2.416 1.837
H -0.074 1.503 -2.455
H -0.444 -3.287 0.310
C 1.013 1.588 1.615
C 0.110 1.699 0.413
H 1.122 2.553 2.116
H 2.003 1.254 1.296
H 0.630 0.863 2.336
H -0.945 1.878 0.627
H 0.441 2.463 -0.288
H -0.405 0.134 0.352
*
```

model a (162.2 kJ/mol below the next structure)

Model a:
2 unconnected molecules or ions with the total composition FHN2O3. Source: the Open Molecules 2025 dataset; level of theory: ωB97M-V with the def2-TZVPD basis set.

- Gap between HOMO and LUMO (alpha / beta): 10.17 / 8.57 eV
- HOMO (alpha / beta): -10.566 / -10.159 eV
- Molar mass: 96.02 u
- E_LUMO (alpha / beta): -0.4 / -1.6 eV

Structure (ORCA input):
```
! RIJCOSX wB97M-V def2-TZVPD def2/J DEFGRID3
* xyz 0 1
N 0.846 -0.937 -0.577
N -1.375 0.337 -0.082
O -2.485 -0.008 -0.146
O -0.687 1.289 0.299
O 1.511 0.244 -0.485
F 0.971 -1.587 0.627
H 1.219 0.662 0.365
*
```

Model b:
2 unconnected molecules or ions with the total composition FHN2O3. Source: the Open Molecules 2025 dataset; level of theory: ωB97M-V with the def2-TZVPD basis set.

- Gap between HOMO and LUMO (alpha / beta): 7.48 / 7.48 eV
- HOMO (alpha / beta): -11.404 / -11.403 eV
- Molar mass: 96.02 u
- E_LUMO (alpha / beta): -3.9 / -3.9 eV

Structure (ORCA input):
```
! RIJCOSX wB97M-V def2-TZVPD def2/J DEFGRID3
* xyz 0 1
N 0.180 -0.731 0.714
N -0.765 0.167 0.079
O -0.460 0.370 -1.100
O -1.668 0.525 0.759
O 0.971 -1.108 -0.147
F 1.145 1.384 0.656
H 0.597 -0.608 -0.963
*
```

model a (112.2 kJ/mol below the next structure)

Model a:
CH2O2S in the gas phase. Source: the Open Molecules 2025 dataset; level of theory: ωB97M-V with the def2-TZVPD basis set.

- Gap between HOMO and LUMO: 11.01 eV
- HOMO: -10.491 eV
- Molar mass: 78.09 u
- E_LUMO: 0.5 eV
- Structure (SMILES): O=C(O)S

Structure (ORCA input):
```
! RIJCOSX wB97M-V def2-TZVPD def2/J DEFGRID3
* xyz 0 1
C 0.254 0.386 -0.187
H -0.423 -1.521 0.795
H 2.085 -0.140 -0.586
O 1.195 -0.648 -0.284
O 0.513 1.516 -0.434
S -1.053 -0.475 0.416
*
```

Model b:
CH2O2S in the gas phase. Source: the Open Molecules 2025 dataset; level of theory: ωB97M-V with the def2-TZVPD basis set.

- Gap between HOMO and LUMO: 9.00 eV
- HOMO: -9.581 eV
- Molar mass: 78.09 u
- E_LUMO: -0.6 eV
- Structure (SMILES): OOC=S

Structure (ORCA input):
```
! RIJCOSX wB97M-V def2-TZVPD def2/J DEFGRID3
* xyz 0 1
C -0.840 -0.456 0.161
O 1.411 0.639 0.197
O 0.107 0.947 -0.131
S -2.376 -0.369 -0.112
H -0.158 -1.195 0.534
H 1.855 0.435 -0.648
*
```

model a (400.2 kJ/mol below the next structure)